# C24H47N2O11PS6

A 6-piece molecular cluster, C24H47N2O11PS6 overall in a non-equilibrium geometry (wB97M-V/def2-TZVPD, the Open Molecules 2025 dataset).

Element x y z (Å)
O -4.32087 -2.54143 3.33155
S -3.44654 -2.05318 2.29262
O -2.06046 -2.46342 2.26853
C -4.20746 -2.36363 0.70581
C -5.03475 -1.11112 0.43645
C -4.15429 0.07710 0.85786
C -3.55608 -0.26082 2.22967
H -4.78640 -3.28125 0.75594
H -3.40258 -2.47459 -0.01878
H -5.32363 -1.04688 -0.60435
H -5.94608 -1.12163 1.03781
H -3.34942 0.21035 0.13156
H -4.71570 1.00760 0.89375
H -2.56239 0.15065 2.36732
H -4.19500 0.05354 3.05078
O -1.10356 0.22205 7.10818
S 0.14168 -0.50829 7.03645
O 1.39240 0.20306 7.01715
C 0.14659 -1.74631 8.32718
C -0.49602 -2.96622 7.67060
C 0.11089 -3.05829 6.26192
C 0.06155 -1.65267 5.64953
H -0.39716 -1.36264 9.18647
H 1.18660 -1.93138 8.59140
H -0.31300 -3.86802 8.25114
H -1.57577 -2.82434 7.60142
H 1.14653 -3.39394 6.33176
H -0.42321 -3.76943 5.63612
H 0.90004 -1.44545 4.98871
H -0.87514 -1.46970 5.12674
O 4.78578 0.14654 0.71864
S 4.02175 1.15851 0.03590
O 4.06904 2.53091 0.48367
C 4.40711 1.08409 -1.70754
C 3.39013 0.11104 -2.28197
C 2.04977 0.46484 -1.61700
C 2.30513 0.62578 -0.10633
H 5.44210 0.77457 -1.82496
H 4.26577 2.08418 -2.11541
H 3.36848 0.21615 -3.36472
H 3.66163 -0.91625 -2.02996
H 1.68281 1.40929 -2.02539
H 1.29152 -0.29334 -1.80746
H 1.67280 1.38401 0.34821
H 2.20892 -0.30991 0.43952
O 3.72523 1.63431 -5.16132
S 3.03663 0.98856 -6.25040
O 2.39780 -0.28931 -6.06177
C 1.87403 2.16122 -6.94905
C 2.68325 2.90436 -8.00752
C 3.50355 1.83217 -8.73954
C 4.14032 0.93340 -7.67047
H 1.49470 2.79760 -6.15282
H 1.06197 1.58916 -7.39555
H 2.03530 3.45429 -8.68664
H 3.35084 3.62090 -7.52662
H 2.84491 1.23945 -9.37595
H 4.26511 2.27339 -9.37842
H 4.23511 -0.10104 -7.98752
H 5.10545 1.30989 -7.34055
O -5.03996 -0.88324 -2.93637
S -4.45839 -2.19134 -3.10856
O -4.91253 -3.30710 -2.31980
C -4.49760 -2.60859 -4.84937
C -3.18435 -2.05490 -5.39409
C -2.11068 -2.41691 -4.35520
C -2.66799 -2.04913 -2.97680
H -5.38738 -2.17134 -5.29458
H -4.53613 -3.69442 -4.92096
H -2.95754 -2.47134 -6.37450
H -3.25497 -0.96963 -5.49676
H -1.90491 -3.48645 -4.39771
H -1.17383 -1.90362 -4.53716
H -2.32765 -2.72235 -2.19487
H -2.44489 -1.01957 -2.70367
P 3.36787 1.18570 3.99681
C 2.27413 2.55365 3.50631
C 2.17287 3.74810 4.40964
S 0.85164 4.88916 3.90219
C -0.42181 3.71474 3.96093
N -1.28238 3.39335 3.08043
N -2.06957 2.39389 3.64567
C -1.60245 2.18166 4.79547
O -0.55224 2.97909 5.07680
H 4.68298 1.62605 3.82671
H 3.18895 1.03673 5.37475
H 1.30647 2.10625 3.38286
H 2.57948 2.88004 2.52790
H 3.08920 4.30367 4.44392
H 1.95306 3.44174 5.41440
H -1.89711 1.48760 5.53324

The frontier orbital gap is 0.3037 Ha. For the total energy, the calculation gives -125450.4162 eV. As for the SMILES: O=S1(=O)CCCC1.O=S1(=O)CCCC1.O=S1(=O)CCCC1.O=S1(=O)CCCC1.O=S1(=O)CCCC1.PCCSc1nnco1. The value obtained for the HOMO energy is -8.1 eV. As for the spin multiplicity: 1.

Mulliken population analysis, charges in e, atoms 1 to 4:
1 O -0.70
2 S 1.24
3 O -0.69
4 C -0.34



# C24H47N4O11P3

A 3-piece molecular cluster, C24H47N4O11P3 overall in a non-equilibrium geometry (wB97M-V/def2-TZVPD, the Open Molecules 2025 dataset).

Element x y z (Å)
N 2.12360 -3.24087 -3.95553
P 0.82074 -2.41861 -4.20134
O 0.58223 -1.95138 -5.74077
O -0.50099 -3.23339 -3.76146
C 0.94840 -0.86038 -3.23189
C 1.87678 -0.81000 -2.14788
N 2.10223 0.24571 -1.39265
C 1.33445 1.30844 -1.77345
C 1.49566 2.56675 -1.05948
C 2.54803 2.65054 0.04998
C 3.89068 3.14240 -0.59109
C 4.51261 2.16117 -1.61273
C 6.02306 2.50807 -1.81373
N 6.80215 1.33289 -2.26585
C 0.72530 3.64499 -1.37928
C -0.27037 3.60042 -2.43672
C -0.39904 2.43904 -3.11961
O -1.30531 2.35889 -4.16289
C 0.39282 1.25557 -2.81608
N 0.17265 0.15287 -3.57884
H 2.57991 -3.35243 -4.86070
H 1.11638 -1.14653 -5.84015
H -0.14343 -4.04877 -3.37007
H 2.46174 -1.71308 -1.93986
H 2.74667 1.67589 0.51259
H 2.28476 3.39282 0.81688
H 4.63523 3.26301 0.21665
H 3.75705 4.10406 -1.11934
H 4.49892 1.11039 -1.27785
H 4.05003 2.21991 -2.61330
H 6.42762 2.87731 -0.85254
H 6.14887 3.29150 -2.58077
H 6.41264 0.46692 -1.90445
H 7.72140 1.41346 -1.84171
H 0.81236 4.59752 -0.84685
H -0.89473 4.45925 -2.68339
H -2.19214 2.20773 -3.81403
C 6.34235 -3.97679 3.73032
C 5.59853 -3.50160 4.96645
O 4.56909 -2.56523 4.65162
P 3.23781 -3.10344 3.86400
O 2.50650 -3.83697 4.94053
O 2.35376 -1.71536 3.83150
C 1.05505 -1.66309 4.42088
C 1.12454 -1.19298 5.86203
O 3.87012 -2.67283 2.38402
C 3.37433 -3.39124 1.23565
C 1.88435 -3.19353 1.02879
H 5.69632 -4.58186 3.08825
H 7.20193 -4.58737 4.01169
H 6.69008 -3.13002 3.13816
H 5.17050 -4.35010 5.50954
H 6.28935 -2.99377 5.63947
H 0.55427 -2.62838 4.33875
H 0.46633 -0.95441 3.83346
H 1.91934 -1.69101 6.41645
H 0.17533 -1.37504 6.37089
H 1.33292 -0.12218 5.90309
H 3.60705 -4.45402 1.34951
H 3.92430 -3.02479 0.36917
H 1.30681 -3.62835 1.85065
H 1.56098 -3.66922 0.10125
H 1.63950 -2.13141 0.98649
C -3.42224 0.05648 -0.31216
C -4.08548 0.62249 0.93061
O -5.10914 1.56413 0.61245
P -6.49208 1.01288 -0.07027
O -7.18040 0.36498 1.08635
O -7.34519 2.41755 -0.14333
C -8.60952 2.53849 0.50866
C -8.45249 3.09370 1.91214
O -5.92944 1.33606 -1.60696
C -6.50298 0.55964 -2.67965
C -7.99717 0.78220 -2.82180
H -4.12079 -0.56838 -0.87558
H -2.56292 -0.55907 -0.03981
H -3.08708 0.85292 -0.97784
H -4.50229 -0.18097 1.54595
H -3.34780 1.15140 1.53427
H -9.13500 1.58301 0.51294
H -9.21296 3.22442 -0.09015
H -7.64027 2.61053 2.45437
H -9.37679 2.96703 2.48008
H -8.21872 4.15935 1.87555
H -6.28806 -0.49949 -2.50997
H -5.99258 0.85666 -3.59545
H -8.53927 0.41501 -1.94494
H -8.37940 0.25725 -3.69817
H -8.22031 1.84463 -2.91970

The frontier orbital gap is 0.3009 Ha. For the total energy, the calculation gives -82001.5829 eV. As for the SMILES: N=P(O)(O)c1cnc2c(CCCCN)ccc(O)c2n1.CCOP(=O)(OCC)OCC.CCOP(=O)(OCC)OCC. The value obtained for the HOMO energy is -9.0 eV. As for the spin multiplicity: 1.

Mulliken population analysis, charges in e, atoms 1 to 4:
1 N -0.78
2 P 0.82
3 O -0.52
4 O -0.55



# C24H47N6O4SZr

C24H47N6O4SZr as an isolated structure in a non-equilibrium geometry (wB97M-V/def2-TZVPD, the Open Molecules 2025 dataset).

Element x y z (Å)
Zr -0.62881 0.81091 -0.23804
C 3.24822 0.02562 -2.72063
C 2.48403 0.72560 -1.59747
C 3.42417 0.77462 -0.35929
C 3.41642 1.94571 0.65217
C 4.58237 1.80077 1.62075
C 3.41836 3.31996 0.00250
N 2.13239 1.73667 1.48891
C 1.46776 2.83673 2.25705
C 0.07951 2.37523 2.72879
N -0.88376 1.95144 1.65587
C -1.36278 3.16584 0.89983
C -0.27283 3.56315 -0.11007
O -0.02550 4.66803 -0.44509
O 0.41258 2.45281 -0.51848
C -2.03845 1.09425 2.16117
C -3.04940 1.90244 2.96614
C -1.59380 -0.11961 3.00263
C -0.55188 -1.18489 2.51616
C -1.18661 -2.57138 2.60758
C 0.69550 -1.16775 3.39345
N -0.19351 -0.92474 1.05269
C 1.03272 -1.59350 0.50515
C 1.13716 -1.38096 -1.01569
N 1.07966 0.07857 -1.42216
C 0.32248 0.25923 -2.75432
C -1.20879 0.60123 -2.77780
O -1.82231 0.25719 -3.73461
O -1.68140 1.34181 -1.75301
H 4.04380 0.69118 -3.05710
H 2.63535 -0.19744 -3.59260
H 3.72236 -0.89823 -2.38355
H 2.25835 1.74293 -1.90197
H 4.42882 0.81057 -0.78170
H 3.40491 -0.17663 0.18014
H 5.51941 1.94519 1.08311
H 4.61662 0.80752 2.08315
H 4.54505 2.56034 2.40586
H 4.26027 3.35779 -0.69161
H 3.58818 4.10440 0.74245
H 2.51206 3.55357 -0.55657
H 2.31859 0.95147 2.11204
H 1.45309 1.46515 0.80471
H 1.43881 3.72163 1.62922
H 2.07167 3.07210 3.13041
H -0.36521 3.19147 3.29680
H 0.20217 1.54015 3.40830
H -1.58949 4.00471 1.55109
H -2.27715 2.93815 0.33500
H -2.56935 0.73725 1.24042
H -2.63004 2.16835 3.93864
H -3.94123 1.30074 3.14084
H -3.37228 2.80992 2.45781
H -2.52735 -0.64278 3.21388
H -1.27284 0.25879 3.97371
H -1.46539 -2.77738 3.64261
H -0.49266 -3.35630 2.29693
H -2.09065 -2.63060 1.99692
H 0.39491 -1.26473 4.43766
H 1.27403 -0.24363 3.31357
H 1.35716 -2.00853 3.17853
H -0.95900 -1.44419 0.56320
H 1.00081 -2.66848 0.67961
H 1.90668 -1.21379 1.02143
H 0.30821 -1.89626 -1.48534
H 2.05326 -1.83967 -1.37977
H 0.43366 -0.61409 -3.38468
H 0.75766 1.11087 -3.27542
S -2.37988 -1.49517 -0.93690
C -2.88911 -2.60193 -2.20014
N -3.26492 -2.14335 -3.36987
C -3.80366 -3.00417 -4.44250
C -3.20379 -4.39085 -4.31803
C -3.41862 -4.90927 -2.90752
N -2.93148 -3.90020 -1.94095
H -3.14808 -1.15575 -3.54511
H -3.56086 -2.54008 -5.39337
H -4.88905 -3.03900 -4.35112
H -2.13681 -4.35835 -4.54670
H -3.67715 -5.06172 -5.03222
H -2.86496 -5.82784 -2.73368
H -4.47380 -5.10699 -2.71993
H -2.74457 -4.18180 -0.99389

The frontier orbital gap is 0.2933 Ha. For the total energy, the calculation gives -54875.6875 eV. Its net charge is +3. The value obtained for the HOMO energy is -17.2 eV. As for the spin multiplicity: 1.

Mulliken population analysis, charges in e, atoms 1 to 4:
1 Zr 1.39
2 C -1.73
3 C -0.35
4 C -1.77



# C24H48AlBeBrClF4N2NbO5S2

C24H48AlBeBrClF4N2NbO5S2 as an isolated structure in a non-equilibrium geometry (wB97M-V/def2-TZVPD, the Open Molecules 2025 dataset).

Element x y z (Å)
C 5.60514 1.73677 1.43760
C 5.66116 1.59056 -0.09214
C 5.70355 2.90800 -0.86626
C 4.62419 3.94594 -0.42837
Nb 2.49727 3.50299 -1.12263
O 2.37080 2.03559 0.19559
C 0.51432 2.91429 -2.03933
C 0.68985 1.64439 -2.97262
C -0.64799 0.89305 -3.06698
C -0.54356 -0.58721 -3.41643
C 0.33452 -1.37617 -2.44915
O -0.03672 -2.74527 -2.52255
C 0.24086 -3.47630 -1.34680
C 1.58024 -3.15785 -0.67484
C 1.62936 5.02216 0.32759
C 0.28275 4.66948 1.02697
C 0.48752 3.80377 2.28459
S -1.07829 3.89404 3.28898
C -1.59378 2.18510 3.61526
S -0.98433 1.46765 4.95028
N -2.48344 1.57527 2.74738
C -1.99281 1.62611 1.37986
C -0.78473 0.71132 1.15357
C -2.87525 0.23934 3.15387
C -3.89790 -0.37941 2.19703
N 2.68286 5.02335 -2.72580
C 3.09919 6.03560 -2.34691
O 3.63594 7.01613 -1.78710
H 4.56133 1.65593 1.75415
H 6.13898 0.94296 1.95483
H 5.92157 2.73252 1.74513
H 6.59788 1.06910 -0.32102
H 4.88187 0.92934 -0.47317
H 5.51760 2.65841 -1.91170
H 6.69302 3.37577 -0.84326
H 4.55244 4.00449 0.66267
H 5.01807 4.91515 -0.76561
H 3.27836 2.29289 -2.28015
H 2.56081 1.21522 -0.28410
H 0.18645 3.70815 -2.71956
H -0.23721 2.62057 -1.30825
H 1.41154 0.99537 -2.47384
H 1.06620 1.90610 -3.96094
H -1.23726 1.02052 -2.08138
H -1.22213 1.35759 -3.87416
H -1.54955 -1.00986 -3.32121
H -0.25571 -0.77662 -4.45412
H 1.38682 -1.27510 -2.72721
H 0.14370 -0.98076 -1.44448
H 0.31415 -4.52366 -1.65410
H -0.58361 -3.44582 -0.62674
H 1.54268 -2.21414 -0.13229
H 2.40103 -3.15878 -1.38949
H 1.77731 -3.94465 0.05582
H 1.50617 6.02734 -0.09639
H 2.36932 5.13362 1.13308
H -0.49084 4.26519 0.37548
H -0.12229 5.61235 1.41258
H 1.25814 4.24056 2.91206
H 0.63921 2.75135 2.07142
H -2.78715 1.30075 0.56372
H -1.74660 2.65427 1.13085
H -0.09230 0.71700 1.99849
H -0.23671 0.94611 0.24394
H -1.14020 -0.31849 1.03839
H -3.34010 0.27930 4.13675
H -2.03467 -0.45773 3.23330
H -3.40047 -0.79401 1.31578
H -4.61304 0.35082 1.81737
H -4.43884 -1.20976 2.66593
Al 4.07546 8.53898 -2.75578
C -3.98007 -6.93155 -0.92863
C -4.71049 -7.22913 0.48633
O -3.85664 -7.08661 1.53387
C -3.46513 -5.80190 2.05965
O -4.52288 -5.00413 2.32347
C -2.40692 -5.09918 1.18452
F -1.53208 -5.97519 0.66636
F -1.69298 -4.24997 1.96526
F -2.90423 -4.39012 0.17421
H -2.96381 -7.33879 -0.91725
H -4.60070 -7.41092 -1.74203
H -3.92908 -5.87159 -1.12040
H -5.01027 -8.27831 0.51498
H -5.71771 -6.60336 0.52668
H -2.86503 -6.12631 2.92776
Cl -2.73435 1.28706 -1.20604
Be -3.88835 -3.83237 3.44708
F -6.75355 -5.92086 1.11876
Br -3.45794 -6.96372 -3.23810

The frontier orbital gap is 0.0787 Ha. For the total energy, the calculation gives -162520.6730 eV. The value obtained for the HOMO energy is -6.9 eV. As for the spin multiplicity: 1.

Mulliken population analysis, charges in e, atoms 1 to 4:
1 C -1.04
2 C -0.22
3 C -0.98
4 C -0.31



# C24H48AsNaP

C24H48AsNaP as an isolated structure (wB97M-V/def2-TZVPD, the Open Molecules 2025 dataset).

Element x y z (Å)
Na 0.12532 -0.13868 0.04522
C -3.05826 0.71295 6.24104
C -2.13503 1.91046 5.94127
C -1.45924 1.79499 4.56123
C -1.15627 0.32395 4.24291
C -2.49204 -0.45858 4.08896
C -3.62278 0.14430 4.94276
P -0.13080 0.15647 2.73139
C 0.58289 -1.56457 2.77560
C 1.17424 -2.05823 4.12706
C 0.32800 -3.16810 4.75375
C 0.23420 -4.39949 3.83864
C 0.17445 -4.01122 2.34606
C -0.39399 -2.60290 2.17721
C 1.41388 1.16448 2.97787
C 2.02764 1.17744 4.39724
C 2.87948 2.43326 4.64991
C 3.66736 2.80203 3.39656
C 2.71714 3.20126 2.24539
C 1.31341 2.59414 2.41564
H -3.85885 1.01137 6.91774
H -2.49851 -0.07412 6.75754
H -1.36692 1.98904 6.71476
H -2.70586 2.84039 5.97765
H -0.55633 2.40686 4.54646
H -2.11475 2.19292 3.77919
H -0.58451 -0.09728 5.07178
H -2.33817 -1.49626 4.38809
H -2.79894 -0.47925 3.04060
H -4.37647 -0.61895 5.14073
H -4.12906 0.94143 4.38959
H 1.41990 -1.49110 2.07043
H 1.28523 -1.23510 4.83230
H 2.18477 -2.44253 3.95560
H -0.67196 -2.78308 4.96732
H 0.75157 -3.44925 5.71838
H -0.64874 -4.98340 4.10531
H 1.09452 -5.04908 4.01094
H -0.41776 -4.73492 1.78600
H 1.17887 -4.03140 1.91144
H -1.37314 -2.53951 2.65982
H -0.57600 -2.40166 1.11709
H 2.11776 0.64314 2.31858
H 2.65602 0.29213 4.52340
H 1.24701 1.10957 5.15673
H 3.55263 2.25022 5.48973
H 2.24164 3.27389 4.94489
H 4.27704 1.93719 3.10181
H 4.36881 3.61058 3.60360
H 3.14598 2.87276 1.29380
H 2.63245 4.28718 2.18328
H 0.77936 2.60723 1.46321
H 0.71911 3.21737 3.08912
C 3.92726 -2.61346 -2.40762
C 3.67888 -1.11644 -2.58197
As 2.76308 -0.33000 -1.05596
C 2.67963 1.55708 -1.62243
C 3.96426 2.30475 -1.97680
C 4.14703 -0.51719 0.31644
C 5.54989 0.01006 0.02614
H 4.43746 -3.01680 -3.28219
H 2.99603 -3.16525 -2.28282
H 4.55632 -2.82126 -1.54101
H 3.05350 -0.91569 -3.44996
H 4.61110 -0.57733 -2.72516
H 2.12134 2.10616 -0.86202
H 2.02745 1.50452 -2.49508
H 4.58028 2.49640 -1.09986
H 3.71985 3.27274 -2.42098
H 4.56943 1.75649 -2.70126
H 4.17354 -1.59521 0.47725
H 3.75246 -0.09087 1.23673
H 5.92900 -0.32723 -0.94145
H 6.24182 -0.35312 0.79027
H 5.58980 1.09559 0.04127

The frontier orbital gap is 0.3224 Ha. For the total energy, the calculation gives -100206.5832 eV. Its net charge is +1. The value obtained for the HOMO energy is -11.7 eV. As for the spin multiplicity: 1.

Mulliken population analysis, charges in e, atoms 1 to 4:
1 Na 0.67
2 C -0.65
3 C -0.96
4 C -0.70